(1)
{"formula": "C17H26N2O4S", "method": "ωB97M-V/def2-TZVPD", "max_force_ev_per_a": 18.6, "homo_energy_ev": -8.4, "lumo_ev": 0.57, "e_above_lowest_kcal_mol": 443.80, "elements": ["S", "O", "O", "O", "O", "N", "N", "C", "C", "C", "C", "C", "C", "C", "C", "C", "C", "C", "C", "C", "C", "C", "C", "C", "H", "H", "H", "H", "H", "H", "H", "H", "H", "H", "H", "H", "H", "H", "H", "H", "H", "H", "H", "H", "H", "H", "H", "H", "H", "H"], "coordinates": [[0.424, 0.266, -0.059], [-0.013, 0.564, -1.501], [-2.349, 1.132, 2.549], [-0.148, -1.281, 0.344], [2.576, 1.941, -0.816], [0.347, 1.486, 0.966], [-2.986, 0.894, 0.348], [-2.156, 1.263, 1.105], [4.856, -0.825, 0.099], [4.416, 0.456, -0.404], [-3.012, -1.249, -1.793], [3.387, 3.029, -1.161], [3.127, 0.627, -0.601], [4.578, -3.198, 0.764], [4.070, -1.696, 0.214], [-3.011, 1.112, -0.960], [-0.818, 2.230, 0.680], [2.286, -0.266, -0.052], [-4.045, -0.126, 0.683], [-3.773, -2.205, -0.600], [2.674, -1.429, 0.244], [0.687, 1.085, 2.167], [-3.587, -1.459, 0.666], [-3.522, 0.016, -2.017], [-3.362, 1.950, -1.158], [-2.075, -1.374, -1.376], [-4.917, 0.124, 0.297], [4.049, 2.838, -2.174], [-0.123, 0.500, 2.907], [-4.876, -2.151, -0.645], [1.909, -2.243, 0.668], [5.650, -3.012, 1.373], [6.143, -1.022, -0.043], [5.202, 1.394, -0.864], [0.827, 2.006, 2.940], [-3.440, -3.197, -0.830], [-4.806, 0.118, -1.788], [5.021, -3.724, -0.103], [-3.393, 0.100, -3.042], [-4.172, 0.040, 1.838], [-1.023, 3.082, 1.623], [1.640, 0.337, 2.321], [-2.574, -1.705, 0.987], [-4.130, -1.944, 1.482], [2.807, 3.833, -1.486], [-3.135, -1.940, -2.672], [3.763, -3.574, 1.184], [-1.912, 1.297, -1.702], [3.907, 3.423, -0.422], [-0.986, 2.474, -0.181]], "mulliken_charge": [1.889, -0.773, -0.791, -0.734, -0.289, 0.514, 0.129, 0.774, -0.411, -0.142, -0.375, -1.131, -0.177, -1.379, 0.776, -0.885, -1.897, -1.152, -1.400, -1.038, 0.713, -0.869, -0.211, -0.461, 0.717, 0.094, 0.686, 0.304, 0.225, 0.348, 0.106, 0.286, 0.120, 0.098, 0.345, 0.440, 0.202, 0.344, 0.383, 0.438, 0.388, 0.192, 0.087, 0.478, 0.334, 0.395, 0.436, 0.091, 0.521, 1.263]}


(2)
{"formula": "C17H26N2OSY", "method": "ωB97M-V/def2-TZVPD", "charge": 3, "max_force_ev_per_a": 1.0, "homo_energy_ev": -18.8, "lumo_ev": -10.20, "e_above_lowest_kcal_mol": 0.00, "elements": ["Y", "S", "O", "N", "N", "C", "C", "C", "C", "C", "C", "C", "C", "C", "C", "C", "C", "C", "C", "C", "C", "C", "H", "H", "H", "H", "H", "H", "H", "H", "H", "H", "H", "H", "H", "H", "H", "H", "H", "H", "H", "H", "H", "H", "H", "H", "H", "H"], "coordinates": [[-0.109, -0.606, -0.067], [-1.143, 0.288, -3.102], [-0.349, 0.671, -1.808], [2.275, -0.463, 0.428], [1.675, 0.861, 0.560], [-1.398, -4.233, -2.355], [-0.216, -3.529, -2.072], [-1.178, 2.735, 1.792], [-2.134, -1.454, 1.466], [-2.457, 0.831, 0.752], [-3.949, -0.960, -0.223], [-0.507, -2.054, 3.300], [-2.833, -0.519, 0.672], [-1.178, -1.039, 2.419], [0.030, 0.521, -4.423], [-1.491, -5.705, -2.122], [-0.870, 0.328, 2.491], [-0.109, -2.174, -2.367], [-1.494, 1.279, 1.666], [-2.388, -2.166, -3.179], [-2.466, -3.529, -2.918], [-1.210, -1.488, -2.905], [-1.162, -2.286, 4.144], [-1.244, -6.229, -3.050], [-3.237, -1.644, -3.603], [-0.792, -6.049, -1.362], [-4.045, -0.319, -1.098], [0.857, -1.672, -2.281], [-0.196, 2.909, 2.229], [-0.331, -2.998, 2.783], [-2.500, -6.008, -1.850], [-2.949, 1.550, 0.107], [-1.906, 3.195, 2.467], [-2.336, -2.515, 1.347], [3.100, -0.444, -0.171], [-1.260, 3.256, 0.839], [2.023, 1.474, -0.178], [0.951, -0.031, -4.243], [0.644, -4.072, -1.695], [-3.845, -2.001, -0.527], [0.216, 1.592, -4.495], [-3.380, -4.058, -3.157], [1.919, 1.295, 1.448], [-0.457, 0.177, -5.339], [-0.141, 0.661, 3.223], [0.426, -1.683, 3.723], [2.600, -0.788, 1.339], [-4.888, -0.881, 0.334]], "mulliken_charge": [1.516, 0.470, -0.486, -0.437, -0.332, 0.511, -0.732, -1.811, -0.850, -0.538, -1.705, -1.631, 0.928, 0.519, -1.086, -1.576, -0.376, -0.955, 0.637, -0.790, -0.593, 0.817, 0.399, 0.358, 0.567, 0.412, 0.407, 0.910, 0.392, 0.383, 0.428, 0.580, 0.417, 0.584, 0.263, 0.428, 0.276, 0.337, 0.577, 0.341, 0.462, 0.496, 0.272, 0.445, 0.674, 0.402, 0.274, 0.419]}


(3)
{"formula": "C17H26N2S", "method": "ωB97M-V/def2-TZVPD", "max_force_ev_per_a": 7.3, "homo_energy_ev": -8.3, "lumo_ev": -1.31, "e_above_lowest_kcal_mol": 306.37, "elements": ["S", "N", "N", "C", "C", "C", "C", "C", "C", "C", "C", "C", "C", "C", "C", "C", "C", "C", "C", "C", "H", "H", "H", "H", "H", "H", "H", "H", "H", "H", "H", "H", "H", "H", "H", "H", "H", "H", "H", "H", "H", "H", "H", "H", "H", "H"], "coordinates": [[3.697, 0.577, 4.297], [-1.333, -0.998, 2.764], [-3.547, 0.580, 4.707], [0.711, 0.695, 1.053], [0.345, -2.282, -5.152], [0.318, -1.457, -2.699], [-0.420, 1.421, 1.998], [-1.484, 3.869, 2.980], [1.003, -2.315, -3.770], [1.929, 0.194, 2.042], [-2.538, 1.278, 3.840], [1.525, 0.727, -3.214], [-0.406, 3.079, 2.020], [0.185, 0.029, -3.041], [2.585, 1.381, 2.969], [-1.074, -2.827, -5.153], [-3.466, -0.914, 4.564], [-2.374, -1.664, 3.620], [-1.475, 0.493, 2.893], [-2.505, 2.940, 3.876], [-2.403, -2.855, 3.601], [1.812, 2.031, 3.562], [1.031, -3.353, -3.414], [0.951, -2.888, -5.838], [3.668, 1.551, 5.347], [-0.419, 0.163, -3.945], [-1.095, -3.862, -4.799], [2.097, 0.305, -4.045], [-3.255, 3.497, 4.591], [1.548, -0.736, 2.678], [1.372, 1.791, -3.424], [-0.680, -1.860, -2.490], [-1.737, -2.232, -4.519], [-1.539, 5.034, 3.090], [-4.231, -1.570, 5.169], [3.187, 2.123, 2.277], [0.351, -1.264, -5.557], [-0.363, 0.525, -2.230], [0.220, -0.296, 0.611], [0.883, -1.557, -1.764], [-1.484, -2.809, -6.169], [2.050, -2.006, -3.871], [2.812, -0.209, 1.350], [2.128, 0.646, -2.303], [1.060, 1.335, 0.137], [0.360, 3.689, 1.360]], "mulliken_charge": [-0.269, -0.336, -0.526, -0.502, -0.392, -0.371, 0.236, -0.405, -0.872, -0.751, 0.357, -1.205, -0.347, -0.425, -0.453, -1.173, -0.139, -0.170, 0.326, -0.415, 0.291, 0.296, 0.395, 0.359, 0.141, 0.342, 0.289, 0.371, 0.290, 0.392, 0.363, 0.359, 0.281, 0.304, 0.305, 0.290, 0.233, 0.310, 0.124, 0.222, 0.372, 0.340, 0.353, 0.226, 0.317, 0.269]}


(4)
{"formula": "C17H26N3O2S", "method": "ωB97M-V/def2-TZVPD", "charge": 1, "max_force_ev_per_a": 1.3, "homo_energy_ev": -10.9, "lumo_ev": -2.38, "e_above_lowest_kcal_mol": 22.79, "elements": ["S", "O", "O", "N", "N", "N", "C", "C", "C", "C", "C", "C", "C", "C", "C", "C", "C", "C", "C", "C", "C", "C", "C", "H", "H", "H", "H", "H", "H", "H", "H", "H", "H", "H", "H", "H", "H", "H", "H", "H", "H", "H", "H", "H", "H", "H", "H", "H", "H"], "coordinates": [[-0.800, -0.072, 1.132], [3.374, -2.776, 0.912], [5.027, -2.598, -0.679], [1.098, 2.134, 0.501], [-1.368, 2.084, -0.375], [-2.356, 0.102, -0.992], [-2.736, -1.291, -0.917], [2.500, 2.103, 0.988], [-5.774, -3.135, 0.638], [4.207, 0.972, -0.466], [4.333, -3.499, 0.161], [4.534, -1.365, -0.406], [1.018, 2.113, -0.976], [-4.059, -1.477, -0.170], [4.890, -0.149, -0.935], [-1.177, 2.953, 0.775], [-1.559, 0.715, -0.127], [2.858, -0.372, 1.034], [3.217, 0.874, 0.498], [-4.455, -2.950, -0.101], [3.528, -1.473, 0.566], [0.311, 3.262, 1.028], [-0.432, 2.405, -1.433], [-5.699, -2.761, 1.656], [-6.575, -2.601, 0.133], [-3.956, -1.080, 0.842], [0.583, 1.236, 0.861], [-2.858, 0.679, -1.653], [-1.723, 3.882, 0.585], [3.825, -4.260, -0.450], [-1.623, 2.470, 1.645], [3.010, 3.008, 0.649], [-0.560, 3.463, -1.674], [4.477, 1.941, -0.858], [0.497, 3.369, 2.096], [2.465, 2.104, 2.080], [-3.669, -3.511, 0.409], [-4.845, -0.911, -0.675], [-6.037, -4.188, 0.679], [-0.663, 1.823, -2.325], [0.625, 4.180, 0.526], [-2.824, -1.675, -1.936], [1.342, 1.127, -1.314], [1.704, 2.860, -1.381], [-1.941, -1.835, -0.402], [5.043, -3.991, 0.843], [2.100, -0.473, 1.793], [-4.545, -3.348, -1.114], [5.666, -0.068, -1.675]], "mulliken_charge": [-0.439, -0.488, -0.461, 0.723, 0.014, -0.062, -1.108, -1.115, -1.301, -0.477, -0.257, 1.014, -0.594, -0.268, -1.112, -1.010, 0.376, -0.682, 0.378, -0.403, 0.493, -0.433, -0.886, 0.333, 0.332, 0.276, -0.336, 0.324, 0.381, 0.264, 0.452, 0.440, 0.399, 0.396, 0.363, 0.362, 0.332, 0.349, 0.380, 0.361, 0.410, 0.395, 0.413, 0.474, 0.333, 0.261, 0.651, 0.307, 0.446]}